1.
Computed, not measured: C41H41InN6O4 as an isolated structure, with ωB97M-V/def2-TZVPD.

Summary:
Molecular weight   796.64 g mol⁻¹
Charge   +2
Maximum force   0.2 eV/Å
DFT total energy   -2406.19414 a.u.

Last column: Mulliken charge in e.
CARTESIAN COORDINATES (ANGSTROEM)
H  -0.18113  0.20009  4.75567  0.1166
H  -1.78473  0.89835  5.02236  0.7047
C  -4.27721  -1.43326  -0.69759  -0.1559
H  3.24944  -6.34863  4.13836  0.4251
N  -0.94015  0.69902  -2.74303  0.7991
C  -2.09205  -2.51526  -1.24972  -0.4850
C  -2.21763  -1.03027  0.62036  0.1197
H  2.55710  -4.29229  5.21862  0.4106
O  -0.33769  1.39600  -0.25459  0.0614
H  -0.08340  4.38747  -3.60608  0.3953
C  -0.28202  2.32123  4.43454  -0.5924
C  3.48966  -6.58441  2.02900  -0.6190
C  -1.34661  -0.28244  -3.74373  -0.8753
H  2.92753  -4.16758  -0.28787  0.4389
C  -4.38221  -0.16927  1.30328  -0.6546
H  3.81782  -7.61255  2.09285  0.4123
C  -2.81803  -0.70056  -3.58511  -0.4829
C  -6.52412  -0.54295  0.01708  -1.8190
H  3.15240  2.10780  -3.02055  0.5071
H  -3.23636  0.48145  3.55034  0.4957
H  4.50269  2.49695  -1.05968  0.5142
H  -0.67309  -1.13343  -3.63926  0.2201
N  2.24215  -1.97807  0.53955  -0.6699
H  -7.06679  -1.05531  0.81257  0.3851
C  2.19962  -2.52122  1.77058  0.0157
C  2.45144  -3.79682  4.26040  -0.9178
H  3.72004  3.22669  0.35869  0.1870
In  0.41547  0.32746  1.48854  2.7435
H  -2.68962  -2.65986  -4.49171  0.4538
C  -0.20364  2.89955  -2.06194  0.9691
H  0.94807  4.40051  2.09441  0.5020
C  0.74282  3.46742  1.56201  -0.3738
C  1.83772  -1.40881  -2.13003  -0.2242
C  1.89057  -1.82491  2.97391  0.4967
C  -5.03998  -0.71309  0.18275  0.0468
C  -3.02766  -0.28903  1.53748  0.3642
C  2.08438  -1.07619  -3.45574  -0.9924
H  -1.16071  0.15024  -4.72570  0.7233
H  0.21637  7.35276  -1.63322  0.3842
C  1.03427  2.47963  3.67696  -1.0907
C  2.97982  -4.64447  0.68005  -0.5025
H  -0.66621  2.21891  -4.05366  0.4932
C  2.76422  1.13210  -2.76470  -0.4348
H  -1.24980  -2.96609  -0.73171  0.7334
C  2.75331  -4.54299  3.08056  0.7599
H  -3.22575  -0.24749  -2.68288  0.3478
C  2.64631  -3.90966  1.82999  0.7718
H  -1.60533  -3.60329  -2.81761  0.3255
H  -6.80537  0.50979  0.05341  0.3935
C  2.52821  0.79468  -1.43784  0.2757
C  2.05466  -0.48298  -1.12191  0.1473
C  2.54101  0.19473  -3.76797  -0.8639
H  1.51810  -2.40459  -1.84795  0.5290
C  -0.61508  1.92384  -3.00872  -0.0144
C  2.05083  -2.50402  4.21610  -0.8614
N  -1.26514  0.49475  3.02411  -0.1382
H  -0.86073  0.43696  -1.75415  -0.6564
C  3.17360  -5.88339  3.16335  -0.8991
N  1.85030  -0.80004  0.25438  0.5232
H  -0.08952  2.54636  5.48520  0.4621
C  0.47247  5.21955  -1.72724  0.2081
C  -2.49434  0.27113  2.77482  -0.2770
C  -3.01978  -2.21425  -3.55435  -1.2448
H  1.95139  -1.81378  -4.23681  0.4751
H  1.83772  -1.94398  5.11675  0.5004
H  -6.86409  -0.94956  -0.93373  0.3697
C  -0.90084  0.92901  4.38052  -1.0526
H  1.73934  1.69958  3.96505  0.2032
N  0.80551  2.38088  2.22859  -0.4591
H  -4.07357  -2.46385  -3.44434  0.4121
C  3.54692  2.77817  -0.61581  -1.2853
H  0.41205  6.72143  -3.26581  0.3840
H  -0.99869  3.06576  4.07614  0.2460
O  2.74298  1.62487  -0.38289  -0.1397
C  -0.03900  2.58222  -0.68309  -0.1078
H  -4.76801  -1.91690  -1.53281  0.5114
H  1.80460  6.84467  -2.19393  0.3409
H  1.47619  3.45099  3.91044  0.7932
C  3.39442  -5.95165  0.78247  -0.7259
H  -3.41279  -0.31287  -4.41248  0.5751
O  -0.95211  -1.17826  0.73156  -1.0565
C  0.65156  4.89627  -0.37892  -0.9795
C  0.74008  6.60942  -2.23414  -1.5683
H  3.03445  3.49550  -1.26128  0.4263
C  0.05872  4.19668  -2.54719  -1.3709
C  0.44046  3.62951  0.15178  0.8593
N  -2.22153  -2.86750  -2.50281  0.0238
H  0.98934  5.67759  0.29579  0.5147
H  2.75798  0.45754  -4.79518  0.4724
H  -4.97920  0.37368  2.03047  0.5350
H  3.65779  -6.49840  -0.11371  0.4299
C  -2.88988  -1.62796  -0.49317  0.3942
O  1.50772  -0.58506  3.01253  -0.7384

2.
Computed, not measured: C41H41KN12OP as an isolated structure, with ωB97M-V/def2-TZVPD.

Summary:
Molecular weight   787.93 g mol⁻¹
Charge   +1
Maximum force   0.3 eV/Å
DFT total energy   -3260.51092 a.u.

Last column: Mulliken charge in e.
CARTESIAN COORDINATES (ANGSTROEM)
H  6.28282  -0.77675  -2.45051  0.3159
H  6.32773  0.18108  0.70587  0.3107
H  5.19621  -1.96947  -3.18498  0.3195
C  2.72291  -2.80015  -0.35558  -0.4816
H  -0.14650  -4.38606  -4.85943  0.4288
N  -0.31525  2.53335  -1.20473  0.6855
H  -5.91223  -2.96241  -1.46775  0.4493
H  1.73351  -2.74042  -4.65038  0.5125
C  0.19163  4.19976  -3.37493  -0.1607
K  0.15848  -0.05731  0.05724  0.8952
C  -1.14280  -0.80645  3.95069  0.2325
H  1.97790  2.09756  -2.59657  -0.0628
H  4.69820  -4.73140  -1.32454  0.3035
N  -3.22147  1.84324  -0.24858  -0.1004
H  -0.30726  -3.71606  -0.47764  0.5887
H  4.77903  -4.55068  0.43893  0.3465
C  -1.03907  1.71709  4.06766  -1.0325
H  4.03201  1.24714  -4.20147  0.4331
H  0.75076  0.98469  3.11787  -0.2233
H  2.44411  -0.50867  4.14728  0.6071
C  -3.88509  0.81529  0.27604  0.8200
N  2.86329  -1.21380  2.17186  0.0674
H  -5.21929  2.24920  3.03100  0.4470
P  4.13021  -1.65674  -0.28167  -0.4373
N  -2.74973  -0.77365  -1.15612  0.4361
C  2.67443  1.29908  -2.42579  -0.0932
H  1.43291  -0.81235  -3.12262  0.1704
H  4.48360  1.27503  3.61188  0.4768
N  -0.47912  -1.29839  -2.57159  0.5521
H  6.03882  1.61020  1.70798  0.3625
C  -0.32150  -2.59105  5.32185  -0.6399
H  5.15729  1.41997  0.18438  0.2335
H  3.94260  -5.93760  -0.27001  0.3328
H  -1.67097  2.61055  4.02720  0.3689
C  0.10406  1.86100  3.08019  -0.0009
H  -1.55192  -0.98269  6.04891  0.4731
C  1.65616  -4.71378  -0.45951  -0.8729
C  -5.02987  -1.21984  -0.57873  -0.9950
N  4.27753  -0.16614  -2.61621  0.4405
H  0.39462  4.85649  -4.21018  0.5282
H  -3.99906  4.19280  2.02461  0.4642
C  -5.02574  -2.34947  -1.37391  -0.9084
C  4.15751  -4.87932  -0.39093  -0.8668
C  -1.39646  -3.28673  -3.51144  -1.0257
H  -5.92181  -0.91205  -0.05180  0.4957
C  0.63418  -1.52955  -3.26109  0.1880
H  -2.73032  3.82641  -0.08018  0.4992
O  -0.35364  1.91599  1.73240  -0.1761
C  -0.88825  2.31206  -2.38808  0.0180
C  5.57030  0.88944  1.04339  -0.7644
C  -4.61520  0.92100  1.45823  -0.8032
H  0.97068  3.71209  -0.11533  0.4691
H  -1.14272  2.89352  -4.43914  0.4841
C  0.15274  -2.43691  2.99627  0.2764
H  0.87528  -4.02378  4.24083  0.4810
N  -0.54575  -1.30840  2.86303  0.3710
H  -2.75963  0.48719  4.46317  0.6551
C  0.79130  4.43200  -2.13919  0.0736
C  -3.97912  3.21507  1.56254  -0.6485
C  0.51060  3.56319  -1.08653  -0.3452
C  -1.90116  0.48056  3.78817  0.7146
H  -0.62732  1.67032  5.08030  0.4939
H  1.51732  -5.78028  -0.49565  0.4973
C  -3.87085  -0.45491  -0.50679  0.3379
C  3.60622  -0.36051  -1.44307  -0.6008
N  4.52171  0.19446  1.76479  0.1517
C  0.29387  -3.11343  4.19688  -0.8012
N  1.44176  -2.48815  -0.38013  1.2445
C  -1.49479  -2.15439  -2.70166  0.5271
C  3.68600  0.88847  -3.24744  -0.8440
H  0.63825  -2.80301  2.10214  -0.1545
C  -3.87774  -2.66681  -2.07242  -1.2361
N  2.43170  6.39418  -1.77307  -0.4893
C  0.76955  -3.67220  -0.44928  -0.9823
C  3.76303  -0.83349  1.29270  -0.0976
C  -0.65672  3.11422  -3.49921  -0.9961
H  -5.11946  0.05632  1.86778  0.4348
N  2.89817  -4.15206  -0.40147  0.2461
C  1.70240  5.52312  -1.94194  -0.2713
C  -4.66141  2.14053  2.10996  -0.4559
H  5.67839  -0.53317  -4.09855  0.3542
C  5.42725  -0.90871  -3.11028  -0.9196
H  -2.21015  -3.99022  -3.59477  0.3375
C  4.05713  0.48333  3.02059  -0.4137
N  2.62685  0.51776  -1.30550  0.6148
H  -0.24007  -3.08774  6.28014  0.4272
C  -0.23305  -3.51537  -4.22268  -0.8793
C  -2.75165  -1.85438  -1.93906  1.0870
H  -3.87363  -3.52908  -2.72009  0.3200
H  -2.27806  0.53160  2.76776  -1.0400
C  -1.04977  -1.42083  5.19583  -0.8577
H  0.72002  2.73457  3.31705  0.4131
C  -3.27434  3.00966  0.38496  -0.4892
H  -1.56120  1.46336  -2.42805  0.1073
C  0.80751  -2.61200  -4.10670  -0.8620
H  -0.93591  2.67330  1.61028  0.0441
C  3.04431  -0.40136  3.25810  -0.9372